[1]
125
Properties=species:S:1:pos:R:3:forces:R:3:lowdin_charge:R:1 method="wB97M-V/def2-TZVPD" orbital_gap_ev=10.48 charge=+1 multiplicity=1
C -1.2983 0.9864 2.4375 -0.1 0.1 0.1 -0.11
C -0.7229 1.8031 3.5944 0.1 0.0 0.0 -0.25
C -0.0986 3.1331 3.1715 0.0 0.0 0.0 -0.21
C 1.1898 2.9670 2.3473 0.0 -0.1 0.0 -0.21
C 1.3115 3.8558 1.1020 0.0 0.0 0.0 -0.18
C 0.1626 3.7919 0.0763 0.1 0.0 0.0 -0.18
C 0.4886 2.8943 -1.1183 -0.1 -0.1 0.0 -0.19
C 0.2771 1.4330 -0.7531 0.0 0.0 -0.1 -0.20
C 0.7749 0.4301 -1.7885 0.0 -0.1 0.1 -0.15
C 0.7939 -0.9860 -1.1889 0.1 0.0 -0.1 -0.11
C 1.8905 -1.9238 -1.7244 -0.1 0.3 0.0 -0.24
B 1.5975 -2.1902 -3.2822 0.0 0.1 0.1 -0.74
O 0.3689 -2.6522 -3.6779 0.2 -0.1 0.0 0.19
O 2.5685 -1.7204 -4.1016 0.0 0.0 0.0 0.06
C 2.4664 -1.8178 -5.5374 -0.1 -0.1 0.0 -0.19
C 1.6346 -0.6801 -6.1015 0.0 0.0 0.0 -0.05
N 3.2876 -1.3169 -1.6109 0.0 0.0 0.0 0.18
C 3.7956 -1.5331 -0.2205 -0.2 -0.1 0.0 -0.14
C 3.2923 -0.4481 0.7361 0.1 0.0 0.0 0.00
C 4.4289 0.5036 1.0990 -0.4 0.0 0.2 -0.50
O 5.3834 0.6448 0.3942 0.4 0.0 -0.1 0.13
O 4.2981 1.2014 2.2339 -0.1 0.1 -0.1 0.14
C 3.3442 -3.0050 0.0258 0.0 0.1 0.3 -0.28
O 2.9491 -3.2008 1.3700 -0.1 -0.1 -0.1 -0.11
C 3.9797 -3.1215 2.3666 0.1 0.0 -0.1 -0.22
C 4.0190 -4.3631 3.2313 -0.1 0.1 0.1 -0.04
B 4.4976 -4.0704 -0.4194 0.0 0.0 0.1 -0.57
C 5.7146 -3.7172 -1.3545 0.1 0.0 0.0 0.01
O 4.3546 -5.2750 0.1815 0.1 -0.1 0.0 0.16
C 2.0800 -3.2082 -0.8988 0.2 -0.2 -0.1 -0.42
Cl 2.5793 -4.4843 -2.2205 -0.1 0.1 0.1 0.85
C 0.8585 -3.8383 -0.2423 -0.1 0.0 -0.1 -0.14
C 0.1675 -3.1045 0.9265 0.1 -0.1 0.3 -0.19
C -1.3170 -2.8710 0.6721 -0.1 -0.1 0.0 -0.23
C -2.0238 -2.1493 1.8216 0.2 -0.1 0.1 -0.09
H -2.0491 0.2793 2.7938 0.1 0.2 0.0 0.06
H -1.7917 1.6356 1.7110 0.0 0.0 0.0 0.07
H -0.5354 0.4013 1.9131 0.0 0.1 0.0 0.05
H -1.5140 1.9962 4.3189 0.0 0.0 0.0 0.10
H 0.0431 1.2142 4.1157 -0.1 0.0 0.0 0.11
H -0.8404 3.7117 2.6159 0.0 -0.1 0.0 0.09
H 0.1228 3.7120 4.0713 0.0 0.1 0.0 0.11
H 2.0494 3.1924 2.9863 0.0 -0.1 0.0 0.11
H 1.2996 1.9091 2.0601 -0.1 0.1 0.0 0.07
H 2.2443 3.5842 0.5923 0.0 0.1 0.0 0.10
H 1.4462 4.8885 1.4329 -0.1 0.0 0.0 0.11
H -0.0723 4.7971 -0.2756 0.0 0.0 0.0 0.11
H -0.7498 3.4165 0.5486 0.0 0.1 0.0 0.10
H 1.5374 3.0549 -1.4001 -0.1 0.0 -0.1 0.11
H -0.1299 3.1433 -1.9851 0.0 0.0 0.1 0.10
H -0.7893 1.2691 -0.5722 0.0 -0.1 0.1 0.13
H 0.7829 1.2283 0.1972 -0.1 0.0 -0.1 0.08
H 0.1294 0.4471 -2.6711 0.1 0.1 -0.1 0.13
H 1.7644 0.7647 -2.1255 0.0 0.0 0.0 0.11
H 0.8201 -0.9154 -0.1051 0.1 0.1 -0.1 0.09
H -0.1467 -1.4871 -1.4210 0.1 0.0 0.0 0.12
H 0.2897 -3.5936 -3.8630 -0.1 0.1 0.0 0.12
H 3.4873 -1.7985 -5.9123 0.0 0.1 0.1 0.13
H 2.0374 -2.7897 -5.7874 0.0 0.0 -0.1 0.13
H 1.9588 -0.4453 -7.1154 -0.1 0.0 0.0 0.08
H 0.5725 -0.9207 -6.1250 0.0 0.0 0.1 0.08
H 1.7709 0.2091 -5.4825 0.1 0.0 -0.1 0.08
H 3.8722 -1.8260 -2.2807 0.0 0.1 0.0 0.16
H 3.3363 -0.3401 -1.9001 -0.1 0.0 0.0 0.18
H 4.8763 -1.4364 -0.2552 0.0 0.0 -0.1 0.13
H 2.5414 0.1759 0.2561 -0.1 0.1 0.0 0.11
H 2.8239 -0.8800 1.6198 0.0 0.0 0.0 0.13
H 3.3973 1.1659 2.5866 0.0 -0.1 0.0 0.10
H 4.9539 -2.9307 1.8959 0.0 -0.1 0.0 0.14
H 3.7563 -2.2548 2.9961 0.1 0.0 0.0 0.12
H 4.7774 -4.2384 4.0069 0.0 0.0 0.0 0.09
H 3.0555 -4.4998 3.7234 0.0 0.0 0.0 0.09
H 4.2472 -5.2526 2.6542 0.0 0.0 -0.1 0.07
H 6.4693 -4.5075 -1.3392 0.0 0.0 0.0 0.08
H 5.4110 -3.6058 -2.4008 0.0 0.0 0.0 0.07
H 6.2287 -2.7961 -1.0676 0.0 0.0 0.0 0.07
H 4.9906 -5.9371 -0.1149 0.0 0.1 0.1 0.13
H 0.1253 -3.9973 -1.0393 0.0 0.0 0.0 0.12
H 1.1800 -4.8276 0.0822 0.0 0.0 0.0 0.13
H 0.2769 -3.7244 1.8190 0.0 0.0 0.0 0.13
H 0.6679 -2.1696 1.1841 0.0 -0.1 0.0 0.09
H -1.7865 -3.8436 0.5105 0.0 0.1 -0.1 0.09
H -1.4552 -2.3144 -0.2612 0.0 0.0 0.1 0.10
H -1.3338 -1.5336 2.4074 -0.1 -0.3 -0.2 0.04
H -2.4810 -2.8653 2.5045 0.0 0.0 0.0 0.07
H -2.8019 -1.4814 1.4514 -0.1 -0.1 0.0 0.08
C -1.4278 4.2984 -7.4878 -0.1 0.0 0.0 -0.02
C -1.0694 4.2230 -6.0283 0.0 0.0 0.1 -0.32
C -1.2997 2.8795 -5.3572 -0.1 0.0 0.0 -0.09
O -1.6020 3.2550 -4.0100 0.0 -0.1 -0.1 0.03
C -2.1157 4.5166 -4.0302 0.0 0.0 0.1 -0.56
O -2.6392 5.0375 -3.1023 0.0 0.0 0.0 0.17
O -1.9327 5.0706 -5.2451 0.0 0.1 0.0 0.09
H -0.8769 3.5375 -8.0427 0.0 0.0 0.0 0.09
H -2.4963 4.1289 -7.6209 0.0 0.0 0.0 0.10
H -1.1778 5.2730 -7.9023 0.0 0.0 0.0 0.09
H -0.0445 4.5626 -5.8526 0.0 0.0 0.0 0.16
H -0.4325 2.2236 -5.3644 0.0 0.0 0.0 0.13
H -2.1635 2.3619 -5.7823 0.0 0.0 0.0 0.14
C -2.8374 7.5085 5.3164 0.0 -0.1 0.0 -0.02
C -3.5393 6.6887 4.2680 -0.1 0.0 -0.1 -0.32
C -4.9156 6.1685 4.6437 0.1 0.0 0.1 -0.08
O -4.9915 4.9388 3.9117 0.0 0.0 0.1 0.07
C -3.7339 4.4957 3.7031 0.0 0.0 0.0 -0.56
O -3.4536 3.4160 3.2873 0.0 0.0 0.0 0.16
O -2.8361 5.4488 4.0306 0.1 0.0 0.0 0.08
H -3.4614 8.3581 5.5964 0.0 0.0 0.0 0.09
H -2.6481 6.9027 6.2028 0.0 0.0 0.0 0.09
H -1.8874 7.8888 4.9458 0.0 0.0 0.0 0.09
H -3.5814 7.2169 3.3117 0.0 0.0 0.0 0.16
H -5.7379 6.8135 4.3492 0.0 0.0 -0.1 0.14
H -4.9785 5.9437 5.7114 0.0 0.0 0.0 0.14
C -6.0140 -3.5287 2.6922 0.1 0.0 0.0 -0.02
C -5.7994 -4.3523 1.4514 0.0 -0.1 -0.1 -0.32
C -6.0673 -5.8415 1.5860 0.0 0.0 0.1 -0.08
O -5.1403 -6.4096 0.6506 0.0 -0.1 0.0 0.07
C -4.1115 -5.5511 0.5054 0.0 0.0 0.0 -0.56
O -3.0842 -5.7965 -0.0452 -0.1 0.0 0.0 0.15
O -4.4042 -4.3629 1.0777 0.0 0.1 0.0 0.06
H -7.0362 -3.6611 3.0487 0.0 0.0 0.0 0.09
H -5.3245 -3.8433 3.4761 0.0 0.0 0.0 0.09
H -5.8554 -2.4704 2.4932 0.0 0.0 0.0 0.09
H -6.3521 -3.9422 0.6019 0.0 0.0 0.0 0.16
H -7.0756 -6.1453 1.3220 0.0 0.0 -0.1 0.14
H -5.8166 -6.2023 2.5865 0.0 0.0 0.0 0.14

[2]
144
Properties=species:S:1:pos:R:3:forces:R:3:lowdin_charge:R:1 method="wB97M-V/def2-TZVPD" orbital_gap_ev=7.38 charge=+1 multiplicity=1
C -1.3015 4.6142 4.7101 1.1 -1.8 -1.0 0.07
C -0.4078 3.5484 4.2908 -1.4 1.5 1.0 -0.08
C 0.5196 3.7317 2.9625 -2.9 2.9 2.7 -0.31
O 0.0743 5.0307 2.4406 0.1 -2.0 -1.0 -0.02
C 1.9847 3.9663 3.5480 0.7 -0.1 2.2 -0.20
C 2.1651 5.4145 4.2607 0.3 2.4 -0.9 -0.50
Cl 1.9487 5.5389 6.0942 0.2 -0.8 -2.3 0.56
C 2.4964 6.6116 3.5929 -0.8 -2.0 0.5 -0.59
C 2.6847 6.6889 2.0136 1.0 1.6 0.7 -0.08
Cl 2.6965 8.1731 4.5486 -0.2 -2.1 -1.5 0.57
O 3.1008 3.6879 2.6828 -1.5 -0.4 -0.7 -0.11
C 2.7250 3.1795 1.3825 -0.1 0.5 -0.7 -0.26
C 4.0814 2.8492 0.6293 1.3 1.1 -0.5 -0.10
C 4.7332 4.2126 0.0082 1.8 -1.6 0.6 -0.17
O 3.8561 4.8910 -0.9179 0.5 -1.9 -0.8 -0.05
C 3.5490 4.1126 -2.0633 -4.2 0.0 -2.3 -0.40
C 4.5672 3.2421 -2.9253 0.9 -0.4 1.1 0.00
O 2.3461 4.1505 -2.4670 4.5 0.1 1.9 0.04
C 1.6033 1.9898 1.4259 1.8 2.2 -0.7 -0.39
C 1.3651 1.5694 -0.1101 -0.4 -0.9 -1.3 -0.11
C 1.6581 0.0532 -0.5292 -0.2 -0.8 -1.3 -0.37
C 0.5360 -1.0165 -0.0243 0.0 0.6 -0.7 -0.11
C 3.1703 -0.4670 -0.3668 -0.1 -1.2 0.4 -0.10
P 2.0005 0.5704 2.6303 -0.1 -2.5 1.2 0.80
O 1.2711 0.8247 4.1809 1.7 0.8 -1.5 -0.37
Cl 4.0831 0.5475 3.1500 -1.4 0.7 -0.2 0.28
N 0.3278 2.7173 1.8882 -0.1 -0.4 -1.6 0.01
C -0.8694 1.8268 2.0179 -2.5 -1.7 -0.8 -0.13
O -2.0476 2.6647 1.7805 0.6 -1.9 0.4 -0.10
C -3.1817 1.8777 1.4366 -5.0 -1.3 -1.9 -0.14
C -3.4666 0.4096 1.8212 -1.3 0.9 -1.2 0.02
C -4.7406 -0.3756 1.3938 -0.8 2.9 -1.2 -0.19
C -5.0237 -1.9173 1.7450 0.5 0.8 -1.4 -0.09
C -5.8462 0.3449 0.5435 4.0 2.6 1.4 -0.01
C -5.5980 1.8303 0.1879 2.4 -1.9 1.9 0.00
C -4.2951 2.6095 0.6003 -0.6 -2.8 0.2 -0.07
C -4.2232 4.1366 0.1469 -0.6 0.0 0.4 -0.35
C -2.8204 4.5980 -0.4821 0.3 0.3 1.5 -0.07
C -4.6953 5.0177 1.4215 -0.9 -0.1 0.0 -0.09
H -1.1604 5.1656 5.7142 -1.1 -2.0 -1.1 0.09
H -2.1963 4.8853 4.0376 2.2 0.8 0.5 0.08
H -0.3791 2.6348 4.9671 1.5 1.7 -0.5 0.09
H -0.8332 4.9217 2.0554 0.8 0.1 0.6 0.10
H 2.0941 3.2384 4.4446 -0.4 1.2 -1.5 0.13
H 1.7267 6.6050 1.4042 1.3 -0.3 1.1 0.09
H 3.5117 5.9643 1.7200 -1.4 0.8 0.3 0.06
H 3.1030 7.7458 1.7914 -0.7 -1.7 0.4 0.09
H 2.2087 4.0493 0.8096 0.7 -1.3 0.6 0.17
H 4.0163 2.1366 -0.2559 -0.4 0.8 1.3 0.10
H 4.9289 2.4414 1.3030 -1.8 0.6 -0.8 0.12
H 5.1456 4.8953 0.8450 -1.2 -0.7 -1.5 0.14
H 5.6836 3.8421 -0.5425 -1.5 0.7 0.8 0.13
H 5.2207 2.6186 -2.2031 -0.8 1.0 -1.3 0.06
H 4.0620 2.4788 -3.6176 0.3 1.5 1.3 0.11
H 5.2554 3.8813 -3.5745 -1.0 -0.7 1.1 0.11
H 1.9503 2.2232 -0.8678 -0.8 -0.8 1.8 0.12
H 0.2670 1.7442 -0.4526 1.6 -0.2 1.0 0.14
H 1.4933 0.0490 -1.6799 0.2 0.2 1.9 0.15
H 0.1505 -0.8200 1.0278 0.6 -0.4 -1.2 0.03
H 0.9382 -2.0953 -0.0924 -0.6 1.8 0.1 0.08
H -0.3489 -0.9219 -0.7542 1.3 -0.3 1.3 0.08
H 3.7328 -0.5647 -1.3688 -0.9 0.5 1.6 0.10
H 3.0980 -1.5522 0.0322 0.3 1.8 -0.6 0.09
H 3.8073 0.0995 0.3885 -0.8 -0.7 -1.1 0.02
H 1.9510 1.1300 4.8298 -0.7 -0.2 -0.5 0.05
H 0.1012 3.2800 1.0274 0.1 -0.3 0.8 0.19
H -0.9435 1.2299 2.9820 0.5 1.3 -0.8 0.13
H -0.9464 1.0325 1.1765 0.9 1.3 1.2 0.14
H -2.6890 -0.1721 2.4370 -1.3 0.9 -1.0 0.10
H -4.0231 -2.4666 1.7452 -1.4 0.6 0.4 0.08
H -5.6539 -2.0736 2.6816 1.1 0.3 -1.2 0.09
H -5.6102 -2.3365 0.8400 0.9 0.6 1.6 0.09
H -6.8017 -0.1503 0.1809 1.5 0.5 0.7 0.10
H -6.4085 2.3684 -0.4104 1.5 -0.7 0.9 0.10
H -5.0358 4.3023 -0.6580 1.3 -0.5 1.3 0.14
H -2.9196 5.3568 -1.3316 0.1 -1.4 1.1 0.09
H -2.1897 3.6827 -0.7357 -0.9 1.3 -0.1 0.07
H -2.2534 5.1566 0.3631 -0.7 -0.8 -1.3 0.07
H -3.9576 4.9793 2.2987 -0.8 0.1 -1.4 0.06
H -4.9594 6.1042 1.1427 0.7 -1.6 0.4 0.09
H -5.6816 4.5695 1.8302 1.6 0.7 -0.7 0.09
C -1.1377 -5.0022 -2.0615 -0.2 -0.1 0.2 0.05
N -0.7400 -3.5798 -1.8942 -0.2 0.1 0.1 -0.43
O -1.5009 -2.8528 -1.2741 0.4 -0.2 -0.4 0.04
O 0.3233 -3.2412 -2.3919 -0.5 0.0 0.2 0.05
H -2.0973 -5.1580 -1.5719 0.1 0.1 -0.1 0.10
H -1.2140 -5.1981 -3.1286 0.1 0.1 0.2 0.08
H -0.3654 -5.6164 -1.6005 0.0 0.1 -0.2 0.10
C -2.6289 0.9299 5.9278 0.2 -0.2 -0.2 0.04
N -3.6401 1.9335 6.3493 -0.3 0.3 0.2 -0.44
O -4.0313 2.7241 5.5055 0.1 -0.2 0.4 0.05
O -4.0047 1.8913 7.5109 0.2 0.1 -0.7 0.08
H -2.3996 1.0848 4.8746 -0.2 0.1 0.1 0.06
H -1.7416 1.0789 6.5427 -0.2 -0.1 0.1 0.10
H -3.0595 -0.0579 6.0877 0.1 0.1 0.1 0.11
C 1.4773 -6.7153 -4.9228 0.2 0.4 0.1 0.04
N 0.0213 -6.9015 -4.6909 0.2 -0.2 0.1 -0.41
O -0.3293 -7.2649 -3.5800 -0.1 0.0 -0.8 0.05
O -0.7240 -6.6760 -5.6336 0.2 -0.1 0.6 0.04
H 2.0103 -6.9490 -4.0075 -0.3 0.1 -0.2 0.06
H 1.7714 -7.3920 -5.7238 -0.1 0.1 0.0 0.11
H 1.6339 -5.6743 -5.2058 -0.2 -0.1 -0.2 0.11
C 9.1952 1.6544 -3.2092 0.3 0.0 0.2 0.05
N 7.7398 1.4445 -2.9920 -0.2 -0.1 0.0 -0.44
O 7.3834 1.0793 -1.8816 -0.1 0.2 -0.5 0.05
O 7.0045 1.6535 -3.9424 0.3 -0.2 0.6 0.06
H 9.7236 1.4324 -2.2839 -0.2 0.0 -0.1 0.10
H 9.5092 0.9795 -4.0046 -0.1 0.2 0.0 0.11
H 9.3378 2.6960 -3.4948 -0.1 -0.2 -0.1 0.10
C 3.8778 -10.3935 -2.4643 0.1 -0.2 -0.2 0.05
N 3.1276 -9.1260 -2.6655 0.0 -0.1 0.1 -0.42
O 3.0582 -8.6869 -3.8053 0.2 -0.4 0.8 0.03
O 2.6338 -8.6139 -1.6755 0.2 0.0 -0.7 0.07
H 4.2590 -10.7322 -3.4258 -0.1 0.2 0.1 0.10
H 4.6959 -10.1861 -1.7774 -0.2 -0.1 0.0 0.07
H 3.1848 -11.1224 -2.0457 0.1 0.1 0.1 0.11
C 8.1915 -10.5569 0.2097 0.1 0.0 0.4 0.05
N 7.1681 -10.9198 -0.8051 -0.1 -0.1 -0.1 -0.44
O 6.1972 -11.5538 -0.4222 0.3 0.3 -0.4 0.06
O 7.3745 -10.5557 -1.9513 -0.3 -0.2 0.5 0.06
H 7.8781 -10.9434 1.1777 0.0 0.0 -0.2 0.10
H 9.1342 -11.0072 -0.0989 -0.1 0.2 -0.1 0.10
H 8.2608 -9.4700 0.2321 0.1 -0.1 -0.1 0.10
C -5.7186 7.5130 5.0208 0.2 0.1 0.3 0.04
N -6.1301 7.7494 3.6122 -0.1 0.1 -0.3 -0.45
O -5.6128 8.6866 3.0261 -0.3 -0.5 0.1 0.06
O -6.9579 6.9849 3.1453 0.4 0.4 0.1 0.05
H -4.9820 8.2636 5.3017 -0.1 -0.1 -0.1 0.10
H -6.6098 7.5956 5.6417 0.1 -0.2 -0.1 0.10
H -5.2903 6.5126 5.0746 -0.2 0.0 0.0 0.09
C -3.5871 -6.0817 -6.5910 0.2 0.0 -0.2 0.05
N -4.5996 -5.0845 -6.1564 0.0 0.0 -0.2 -0.43
O -5.0102 -4.2980 -6.9945 0.1 -0.2 0.6 0.07
O -4.9478 -5.1255 -4.9855 0.2 0.1 -0.5 0.04
H -3.3739 -5.9285 -7.6474 -0.1 0.1 0.2 0.10
H -2.6921 -5.9243 -5.9900 -0.3 -0.2 0.0 0.06
H -4.0076 -7.0725 -6.4225 0.1 0.1 0.1 0.11
C -7.5785 -3.8255 -5.1047 0.1 0.0 0.2 0.02
N -9.0337 -4.0102 -4.8621 -0.3 0.0 0.1 -0.45
O -9.3755 -4.3726 -3.7470 0.0 0.2 -0.5 0.06
O -9.7818 -3.7848 -5.7992 0.3 -0.2 0.5 0.06
H -7.0378 -4.0597 -4.1910 -0.2 0.0 -0.2 0.08
H -7.2908 -4.5021 -5.9067 -0.1 0.2 0.0 0.08
H -7.4223 -2.7857 -5.3895 0.0 -0.2 -0.2 0.11